C4H32O15 | ωB97M-V with the def2-TZVPD basis set

Its charge is 0. For the highest occupied orbital energy, the calculation gives -10.18 eV.

Each line ends with the Löwdin charge.
CARTESIAN COORDINATES (ANGSTROEM)
O1 0.1755 -0.4323 -1.2286  0.010
C1 -0.4315 -0.2272 -0.2217  -0.175
C2 0.5749 0.0333 0.9653  -0.119
C3 -0.0906 0.5167 2.2385  -0.164
C4 0.4178 -0.1845 3.4197  -0.259
O2 1.4780 -0.7408 3.4616  0.055
H1 -1.4999 -0.4067 -0.2125  0.091
H2 1.1446 -0.8472 1.1416  0.071
H3 1.4361 0.6115 0.6815  0.076
H4 -1.2682 0.3719 2.0757  0.140
H5 -0.1761 1.6283 2.3615  0.126
H6 -0.0924 -0.0503 4.3993  0.131
H7 -3.1191 1.9205 2.1136  -0.030
H8 -2.4672 2.7431 3.1141  0.071
O3 -2.2983 2.0552 2.4631  -0.027
H9 -1.6733 2.4849 -1.8171  -0.007
H10 -0.8896 3.8226 -1.1685  0.051
O4 -0.8421 2.8889 -1.4361  -0.085
H11 -2.8779 -1.7913 0.2873  0.030
H12 -3.7909 -0.8052 -0.1812  0.088
O5 -3.3801 -1.6836 -0.5301  -0.080
H13 2.5520 -2.5885 -2.8334  0.023
H14 1.3186 -2.8835 -1.9455  0.046
O6 2.1943 -3.2570 -2.2465  -0.071
H15 -2.7863 1.8631 -3.2346  0.083
H16 -2.5797 0.6763 -2.4180  -0.067
O7 -2.8459 1.5044 -2.3698  0.030
H17 2.5202 2.1408 -0.1764  -0.068
H18 1.3290 2.7321 -0.8877  0.048
O8 2.2229 2.3600 -1.0032  -0.016
H19 -3.3187 1.6344 -0.3263  -0.040
H20 -4.7067 1.5443 -0.7839  0.138
O9 -4.1255 1.4816 0.1058  -0.084
H21 1.6516 0.0864 -2.1025  -0.013
H22 2.7004 0.9583 -1.9478  -0.020
O10 2.5511 0.1516 -2.4252  -0.063
H23 2.1704 -2.4757 2.1311  -0.018
H24 2.4374 -3.0349 0.8127  -0.019
O11 1.9917 -3.1682 1.5755  0.042
H25 0.1784 -3.1633 0.9676  0.033
H26 -0.9512 -3.5383 0.0678  0.055
O12 -0.6017 -2.7699 0.5191  -0.042
H27 3.0108 1.8911 2.0006  0.064
H28 3.5306 0.8480 1.0579  -0.008
O13 3.5832 1.7868 1.2231  -0.039
H29 4.3409 -1.5113 0.1998  0.077
H30 3.4680 -0.7507 -0.8196  0.001
O14 3.7069 -0.7843 0.0909  -0.024
H31 -2.6178 -1.5095 -2.1388  -0.039
H32 -1.1853 -1.0887 -2.3182  0.018
O15 -2.0693 -1.0433 -2.7011  -0.023

---

C4H33NO11S | ωB97M-V with the def2-TZVPD basis set

Its charge is 0. Its SMILES is CN[C@H](C)CS.O.O.O.O.O.O.O.O.O.O.O. For the highest occupied orbital energy, the calculation gives -9.20 eV.

Each line ends with the Löwdin charge.
CARTESIAN COORDINATES (ANGSTROEM)
C1 2.8186 -0.0815 -0.9435  -0.087
N1 1.3502 -0.1656 -0.7361  -0.109
C2 0.9318 -0.8939 0.4975  -0.441
C3 -0.5842 -0.6653 0.6009  -0.474
S1 -1.2098 -1.3072 2.2235  0.735
C4 1.2996 -2.3809 0.3704  -0.053
H1 3.2906 -1.0828 -0.9990  0.088
H2 3.0173 0.3617 -1.8701  0.062
H3 3.3153 0.5616 -0.2040  0.060
H4 0.9328 0.8348 -0.7573  0.115
H5 1.5269 -0.4751 1.4040  0.138
H6 -0.8356 0.4365 0.4560  0.064
H7 -1.1287 -1.1809 -0.2084  0.054
H8 -2.1782 -0.4099 2.4289  -0.166
H9 1.0464 -2.9434 1.2328  0.059
H10 0.7771 -2.8213 -0.4952  0.070
H11 2.3410 -2.5517 0.3168  0.057
H12 -2.7610 -1.3051 -2.1303  0.007
H13 -1.4531 -0.8734 -2.7175  -0.006
O1 -2.3317 -0.5590 -2.5474  -0.027
H14 1.8483 2.7287 -0.1406  -0.006
H15 2.8292 3.6710 0.3925  0.006
O2 2.7393 2.8208 0.1650  0.015
H16 -0.6912 2.1942 -0.8641  0.024
H17 -0.1904 2.8562 0.5047  0.034
O3 0.1328 2.5990 -0.4300  -0.156
H18 3.1039 0.5262 1.9581  -0.025
H19 2.9822 1.8949 1.5718  0.023
O4 3.0349 1.3293 2.3887  -0.042
H20 -0.5377 -3.1320 -2.4689  -0.003
H21 -0.3570 -4.4501 -1.7134  0.044
O5 -0.9790 -3.9581 -2.2281  -0.040
H22 0.4688 0.7267 3.9569  0.069
H23 1.5453 1.6207 3.2747  -0.042
O6 0.7289 1.6504 3.7113  -0.049
H24 -2.7725 2.2749 -1.7310  0.129
H25 -2.2000 0.6983 -1.6531  0.044
O7 -2.2346 1.6232 -1.1752  -0.131
H26 0.5966 -1.4098 -3.5868  0.097
H27 0.6491 -1.0943 -2.0685  -0.002
O8 0.1529 -1.5621 -2.7411  -0.053
H28 -3.1469 -2.8505 -0.2751  0.037
H29 -2.4472 -3.3508 -1.5593  0.024
O9 -3.1610 -2.7473 -1.2181  -0.064
H30 -2.7519 1.4178 0.4381  0.019
H31 -3.7833 1.9227 1.4721  0.067
O10 -2.9488 1.4519 1.4139  -0.095
H32 -0.2880 2.5533 2.7076  0.019
H33 -1.6515 2.4759 1.9561  0.006
O11 -0.8364 3.0216 2.0197  -0.093

---

C4H33NO16 | ωB97M-V with the def2-TZVPD basis set

Its charge is 0. For the highest occupied orbital energy, the calculation gives -9.65 eV.

Each line ends with the Löwdin charge.
CARTESIAN COORDINATES (ANGSTROEM)
O1 2.7780 1.4733 -1.0391  -0.028
C1 1.6456 1.0054 -1.1751  -0.115
C2 1.0591 0.3135 0.1788  -0.233
C3 1.9557 -0.6791 0.7763  -0.054
N1 -0.2805 -0.3458 -0.1309  0.156
C4 -1.2070 0.3468 -0.7764  -0.561
O2 -2.4410 -0.3211 -0.9160  0.057
O3 -1.0427 1.3126 -1.4882  0.067
H1 1.0426 1.0776 -2.0888  0.129
H2 0.7288 1.1744 0.7448  0.093
H3 1.7549 -1.1213 1.7816  0.092
H4 3.0068 -0.3277 0.8526  0.080
H5 2.2735 -1.4691 0.1107  0.075
H6 -0.6233 -0.9200 0.5472  0.057
H7 -2.3567 -1.2787 -1.0536  0.064
H8 2.1452 -2.5808 -2.3355  0.049
H9 1.2706 -2.9185 -3.5133  0.050
O4 1.5246 -3.2616 -2.6718  -0.026
H10 -1.3761 -3.1208 -2.0848  -0.016
H11 -1.0385 -2.3655 -3.0440  0.067
O5 -1.8934 -2.4416 -2.5291  -0.059
H12 -1.5528 3.1638 -1.3459  -0.054
H13 -2.3490 4.0890 -0.5542  0.104
O6 -1.6095 4.0802 -1.2893  -0.079
H14 -0.2089 -4.9846 -0.9859  0.097
H15 0.2198 -3.8941 -1.9293  -0.063
O7 -0.3689 -4.6291 -1.9206  -0.083
H16 0.6644 0.3676 3.1039  -0.030
H17 0.5458 -0.3491 4.3672  0.009
O8 0.4040 -0.4311 3.4891  0.012
H18 -1.5348 -3.3596 1.5195  0.020
H19 -2.6490 -4.2337 1.1792  0.030
O9 -1.7238 -4.3622 1.4287  -0.106
H20 -0.6769 -1.6870 2.4664  0.108
H21 -2.0217 -0.9502 2.7375  0.026
O10 -1.7000 -1.6559 2.1592  -0.131
H22 -2.6251 3.0233 2.2766  0.052
H23 -1.4862 2.2862 1.7385  0.071
O11 -2.2693 2.8391 1.3963  -0.076
H24 4.1837 -0.6001 -2.5312  0.050
H25 3.0349 -0.4563 -3.4384  0.088
O12 3.2410 -0.6587 -2.4953  -0.036
H26 1.1416 2.6356 3.3718  0.160
H27 1.4362 2.0722 2.1093  -0.011
O13 0.6483 2.1087 2.6056  -0.067
H28 -3.5918 1.3940 1.8145  0.026
H29 -3.8466 -0.0133 1.6572  0.013
O14 -3.2652 0.5412 2.0961  -0.031
H30 -0.0158 4.2587 -0.4357  0.072
H31 1.4741 4.3342 -0.6319  0.089
O15 0.8284 3.6631 -0.1755  -0.159
H32 3.7224 2.5952 1.2328  0.049
H33 3.8868 1.4423 0.2640  0.004
O16 3.9725 1.6453 1.2241  -0.101

---

C4H34BO25 | ωB97M-V with the def2-TZVPD basis set

Its charge is -1. For the highest occupied orbital energy, the calculation gives -7.55 eV.

Each line ends with the Löwdin charge.
CARTESIAN COORDINATES (ANGSTROEM)
O1 1.9179 -1.4059 2.5374  0.061
C1 1.3475 -0.7634 1.6167  -0.402
O2 0.4624 0.1278 1.8225  0.240
B1 -0.0627 0.5379 0.4637  -0.726
O3 0.7702 -0.2849 -0.5025  0.198
C2 1.5528 -1.1531 0.1226  -0.362
O4 2.3099 -2.0021 -0.3492  0.106
O5 0.1914 2.0007 0.2886  0.227
C3 -0.9208 2.6130 0.0384  -0.394
O6 -1.1453 3.8336 0.0773  0.094
C4 -2.0554 1.5612 -0.1232  -0.283
O7 -1.5588 0.3637 0.2911  0.192
O8 -3.2197 1.8265 -0.5984  0.052
O9 6.6064 -1.5399 6.2415  -0.057
H1 6.0879 -2.1539 5.7216  0.027
H2 6.1215 -0.7160 6.1940  0.030
O10 7.9543 -4.6219 2.5402  -0.057
H3 7.3421 -5.0940 1.9756  0.026
H4 7.6621 -3.7111 2.5023  0.030
O11 -7.7423 0.5467 -4.9480  -0.055
H5 -8.0427 1.3649 -4.5521  0.025
H6 -6.7875 0.5920 -4.8972  0.030
O12 -1.6157 5.2130 5.4063  -0.051
H7 -2.1412 4.9534 6.1631  0.026
H8 -2.0993 5.9415 5.0168  0.026
O13 7.3569 -4.4485 -4.3925  -0.056
H9 8.1124 -4.5377 -3.8115  0.025
H10 6.6154 -4.3124 -3.8026  0.031
O14 1.3071 -5.5741 6.4886  -0.058
H11 0.3862 -5.4667 6.2504  0.028
H12 1.7745 -4.9592 5.9232  0.030
O15 -6.3288 -1.8984 2.8817  -0.057
H13 -5.9365 -1.1329 2.4619  0.030
H14 -6.1932 -2.6107 2.2568  0.025
O16 2.2679 -8.1536 -1.7988  -0.052
H15 2.8946 -7.9793 -2.5010  0.025
H16 2.8111 -8.3287 -1.0303  0.028
O17 6.8815 -7.9071 -1.1004  -0.054
H17 7.8158 -7.6998 -1.1188  0.028
H18 6.8484 -8.8527 -0.9555  0.027
O18 3.1070 4.9038 3.6848  -0.057
H19 2.2102 4.6254 3.8702  0.029
H20 3.3879 4.3428 2.9618  0.028
O19 -0.0773 2.5049 -6.3381  -0.057
H21 -0.4868 2.3764 -5.4825  0.030
H22 -0.3737 1.7595 -6.8603  0.027
O20 2.4421 6.6434 -3.9897  -0.057
H23 2.5388 5.7201 -3.7568  0.030
H24 1.5330 6.7243 -4.2782  0.027
O21 -6.9723 7.7829 -1.1480  -0.053
H25 -7.2700 8.6457 -0.8597  0.024
H26 -6.1273 7.6633 -0.7146  0.030
O22 -1.2186 9.9701 2.6683  -0.055
H27 -1.0896 9.1228 2.2419  0.031
H28 -2.0181 10.3182 2.2734  0.024
O23 -10.3487 4.2846 -3.0603  -0.055
H29 -10.0659 3.6500 -2.4019  0.028
H30 -10.9540 4.8609 -2.5938  0.027
O24 1.3467 -4.7549 -4.8639  -0.052
H31 1.3493 -4.9696 -3.9311  0.028
H32 2.0347 -5.3048 -5.2387  0.023
O25 -4.4737 -4.9060 -0.1128  -0.056
H33 -3.8972 -5.6581 0.0222  0.027
H34 -4.1252 -4.4733 -0.8922  0.030

---

Calculated values (eV/Å) of maximum force for the records, taken in order: 7.536; 5.293; 4.919; 6.909.
Calculated values (eV) of HOMO-LUMO gap for the records, taken in order: 10.1; 9.4; 9.5; 8.9.
Calculated values (kcal per mole) of energy above the lowest of the compared OMol25 structures with the same formula, charge and spin for the records, taken in order: 121.8; 0.0; 124.7; 116.7.